54
Properties=species:S:1:pos:R:3:forces:R:3:lowdin_spin:R:1 method="wB97M-V/def2-TZVPD" relative_energy_kcal_mol=26.8 multiplicity=6 gap_ev="3.77 / 5.51" s_squared=8.82 charge=-2
Ru 1.1071 -0.0460 0.2500 0.1 -0.1 0.7 2.022
O -2.0488 -3.4706 -2.9857 0.0 -0.1 0.0 0.005
C -2.6738 -3.9899 -1.9263 0.0 0.0 0.0 0.005
C -3.3148 -5.2271 -2.0481 0.0 0.0 0.0 -0.001
C -3.9467 -5.8001 -0.9597 0.0 -0.1 0.0 0.008
C -3.9478 -5.1554 0.2716 0.0 0.0 0.0 -0.001
C -3.3110 -3.9298 0.3929 0.0 0.1 0.0 0.008
C -2.6789 -3.3198 -0.6848 0.0 0.1 0.1 0.000
C -1.9494 -2.0004 -0.5554 -0.1 -0.5 0.1 0.045
O -1.3661 -1.5766 -1.6149 0.1 0.2 -0.1 0.044
N -1.9324 -1.4770 0.6427 0.1 -0.2 -0.2 0.012
N -1.0582 -0.4167 0.7828 -0.2 0.2 0.0 0.325
C -1.4931 0.5530 1.5574 0.1 0.1 0.0 0.081
C -0.6750 1.6591 1.8488 -0.2 -0.1 0.0 0.144
C -1.0975 2.7618 2.6354 -0.1 0.0 0.0 0.029
C -0.2816 3.8357 2.8281 0.0 0.0 0.0 0.082
C 1.0130 3.8342 2.2397 0.0 0.1 0.0 0.119
C 1.3816 2.7284 1.5127 0.3 0.0 -0.1 0.019
N 0.5964 1.6749 1.3050 0.1 -0.2 -0.1 0.148
H -1.6420 -2.5883 -2.5852 -0.1 0.2 -0.1 0.000
H -3.2948 -5.7164 -3.0127 0.0 0.0 -0.1 0.000
H -4.4412 -6.7588 -1.0718 0.0 0.0 0.0 0.001
H -4.4348 -5.6040 1.1279 0.0 0.0 0.0 0.000
H -3.2817 -3.4032 1.3372 0.0 0.0 0.0 0.001
H -2.5021 0.5005 1.9578 0.0 0.0 0.0 0.007
H -2.0904 2.7293 3.0687 0.0 0.0 0.0 -0.001
H -0.6178 4.6781 3.4197 0.0 0.0 0.0 0.004
H 1.6997 4.6594 2.3614 0.0 0.0 0.0 0.010
H 2.3674 2.6509 1.0623 -0.1 0.0 0.0 0.000
Cl 0.0735 4.7637 -5.2764 -0.1 0.0 0.0 0.012
C 0.7374 3.6358 -4.1429 0.0 0.1 -0.1 0.060
C 2.1201 3.3156 -4.2233 0.0 0.1 -0.1 0.101
Cl 3.0862 4.0629 -5.4492 0.0 0.0 0.0 0.026
C 2.6822 2.4308 -3.3408 0.0 -0.1 0.1 0.052
Cl 4.3563 2.0166 -3.4125 0.1 0.0 0.0 0.006
C 1.9141 1.8065 -2.3056 0.1 -0.1 0.2 0.108
O 2.4088 1.0171 -1.4673 0.0 0.2 -0.3 0.268
C 0.4689 2.1157 -2.2319 -0.2 -0.1 0.2 0.081
O -0.2250 1.5710 -1.3624 0.1 0.0 -0.3 0.264
C -0.0561 3.0643 -3.1885 0.0 -0.1 0.1 0.079
Cl -1.7326 3.4250 -3.0586 0.0 0.0 0.0 0.017
S 2.4719 -0.7246 1.8099 -0.1 0.1 -0.3 0.787
N 2.7390 -3.1944 -5.2195 -0.1 0.0 0.3 0.000
C 2.3046 -3.1313 -4.1538 0.1 -0.1 -0.4 0.000
C 1.7708 -3.0974 -2.8253 -0.1 -0.1 0.1 0.001
C 1.1956 -4.2439 -2.2698 0.1 0.3 0.0 0.004
C 0.7251 -4.1708 -0.9748 0.0 0.1 -0.1 0.000
C 0.8231 -2.9668 -0.2999 0.0 0.2 0.1 0.010
N 1.3386 -1.8584 -0.8520 0.0 -0.1 0.2 0.004
C 1.8207 -1.9172 -2.0849 -0.1 -0.2 -0.1 0.002
H 1.1218 -5.1543 -2.8469 0.0 0.0 -0.1 0.000
H 0.2494 -5.0147 -0.4970 0.0 0.0 0.0 0.000
H 0.4454 -2.8409 0.7089 0.1 0.0 -0.1 0.004
H 2.2395 -1.0026 -2.4838 0.0 0.0 0.0 0.000

54
Properties=species:S:1:pos:R:3:forces:R:3:lowdin_spin:R:1 method="wB97M-V/def2-TZVPD" relative_energy_kcal_mol=42.8 multiplicity=4 gap_ev="5.34 / 5.58" s_squared=3.82 charge=-1
Tc -0.0575 -0.0605 -0.2976 0.1 0.7 0.4 1.616
S 0.1845 2.1230 0.5197 0.2 -0.8 -0.4 0.011
C 2.0051 2.1400 0.5030 -1.3 0.0 0.1 -0.018
N 2.6723 3.2588 0.5801 0.7 0.1 -0.1 0.283
N 1.9816 4.4064 0.6089 -0.4 -0.2 0.1 0.107
C 2.5739 5.6142 0.3043 0.2 0.2 0.0 0.004
C 3.9497 5.7248 0.0842 0.0 -0.1 0.0 0.020
C 4.4947 6.9542 -0.2434 -0.1 0.1 0.0 -0.001
C 3.6934 8.0830 -0.3536 0.1 0.1 0.0 0.022
C 2.3281 7.9741 -0.1221 0.1 0.0 0.0 -0.001
C 1.7690 6.7544 0.2093 0.0 -0.1 0.0 0.018
N 2.6432 0.9826 0.4731 0.9 0.0 0.0 0.289
N 1.9415 -0.0938 0.2076 -0.5 0.1 -0.1 0.166
C 2.6093 -1.3148 0.2367 0.3 -0.3 0.0 0.006
C 1.9759 -2.4705 -0.2365 0.0 0.2 0.1 0.036
C 2.6282 -3.6880 -0.2233 0.0 0.0 0.0 -0.001
C 3.9292 -3.7835 0.2506 0.0 -0.1 0.0 0.034
C 4.5639 -2.6425 0.7224 0.0 0.0 0.0 -0.003
C 3.9174 -1.4208 0.7253 -0.2 0.2 0.0 0.029
H 0.9711 4.3537 0.5633 0.0 0.1 -0.1 0.002
H 4.5563 4.8336 0.1584 0.0 0.0 0.0 0.002
H 5.5592 7.0345 -0.4256 0.0 0.0 0.0 -0.001
H 4.1259 9.0371 -0.6266 0.0 0.0 0.0 0.001
H 1.6940 8.8475 -0.2091 0.0 0.0 0.0 -0.001
H 0.7026 6.6665 0.3845 0.0 0.0 0.0 0.001
H 0.9637 -2.4205 -0.6283 0.0 0.0 0.0 0.005
H 2.1197 -4.5682 -0.5957 0.0 0.0 0.0 -0.001
H 4.4419 -4.7368 0.2430 0.0 0.0 0.0 0.002
H 5.5784 -2.7062 1.0965 0.0 0.0 0.0 -0.001
H 4.3933 -0.5274 1.1010 0.1 0.0 0.0 0.003
S -1.6627 0.1856 -2.0826 0.4 -0.1 0.5 0.048
C -0.9235 0.6772 -3.5753 0.1 0.0 -0.1 0.011
C -1.6949 1.0408 -4.6797 0.0 0.0 0.0 0.006
C -1.0759 1.4133 -5.8586 -0.1 0.0 0.0 0.007
C 0.3138 1.4366 -5.9429 0.1 0.0 0.0 0.007
C 1.0838 1.0916 -4.8471 0.0 0.0 0.0 0.005
C 0.4624 0.7074 -3.6589 -0.1 0.0 0.0 0.013
S 1.3986 0.2738 -2.2594 -0.6 -0.1 0.7 0.038
H -2.7748 1.0362 -4.5936 0.0 0.0 0.0 0.000
H -1.6737 1.6960 -6.7161 0.0 0.0 0.0 0.000
H 0.7963 1.7364 -6.8649 0.0 0.0 0.0 0.000
H 2.1655 1.1245 -4.8902 0.0 0.0 0.0 -0.001
Br -2.4642 -1.5476 6.2062 0.0 0.0 0.0 0.004
C -2.3455 -1.1870 4.3561 -0.1 0.0 -0.1 0.019
C -3.4923 -0.8555 3.6333 0.1 -0.1 0.1 0.006
Br -5.1782 -0.7948 4.4825 0.0 0.0 0.0 0.000
C -3.3907 -0.5588 2.2720 0.0 0.1 -0.2 0.019
Br -4.8977 -0.1507 1.2127 0.1 0.0 0.0 0.003
C -2.1501 -0.5539 1.6508 0.3 -0.2 0.8 -0.002
O -1.9373 -0.2464 0.3914 0.1 0.3 -0.6 0.103
C -0.9872 -0.9241 2.3691 -0.6 0.1 0.0 0.011
O 0.1126 -0.9412 1.6797 0.2 0.3 -1.0 0.063
C -1.1042 -1.2418 3.7203 0.1 -0.1 0.1 0.009
Br 0.4714 -1.7581 4.6217 0.0 0.1 -0.1 0.001

51
Properties=species:S:1:pos:R:3:forces:R:3:lowdin_charge:R:1 method="wB97M-V/def2-TZVPD" relative_energy_kcal_mol=0.0 gap_ev=5.73 charge=+1
Pb -0.1235 0.9359 0.1301 0.0 0.6 0.6 0.873
S -0.5544 2.8717 1.9956 0.2 -0.2 -0.8 0.619
C -1.0241 1.7377 3.2196 0.0 -0.1 -0.2 -0.742
C -0.5021 1.8529 4.5112 -0.1 -0.2 -0.1 -0.095
C -0.7988 0.9029 5.4628 -0.1 -0.1 0.0 -0.055
C -1.6011 -0.1856 5.1356 0.0 -0.1 -0.1 -0.057
C -2.1554 -0.2982 3.8722 0.0 -0.1 0.1 -0.098
C -1.8843 0.6662 2.9158 0.0 0.3 0.1 -0.578
S -2.6327 0.6812 1.3009 0.3 -0.3 -0.2 0.942
C -2.8971 -1.0908 0.9214 -0.1 0.4 0.4 -0.346
C -2.5782 -1.3835 -0.5126 -0.3 -0.1 -0.3 -0.345
C -3.5018 -1.9704 -1.3629 0.1 0.1 0.1 0.009
C -3.0834 -2.3803 -2.6218 0.2 0.0 0.1 -0.012
C -1.7470 -2.2581 -2.9495 -0.1 0.1 0.2 0.000
C -0.8813 -1.6477 -2.0426 -0.3 -0.1 -0.3 -0.329
C 0.5862 -1.6776 -2.3345 0.4 0.4 0.0 -0.313
S 1.6342 -0.3501 -1.6116 0.2 -0.8 0.2 0.917
C 2.6534 -1.2753 -0.4652 0.0 0.3 -0.4 -0.524
C 3.8368 -1.7661 -1.0026 0.1 -0.1 0.0 -0.103
C 4.7364 -2.4559 -0.2158 0.1 0.0 0.0 -0.062
C 4.4825 -2.5980 1.1416 0.0 0.0 -0.1 -0.055
C 3.3313 -2.0766 1.6908 -0.2 0.1 0.0 -0.113
C 2.3778 -1.4328 0.8952 0.0 0.1 -0.2 -0.669
S 0.9104 -0.9676 1.7147 -0.8 0.9 -0.1 0.681
N -1.3160 -1.1618 -0.8875 0.2 0.2 0.0 0.037
H 0.1314 2.6974 4.7370 0.1 0.0 0.0 0.111
H -0.4064 1.0009 6.4639 0.0 0.0 0.1 0.115
H -1.8132 -0.9429 5.8744 0.0 0.0 0.1 0.113
H -2.8102 -1.1250 3.6496 -0.1 -0.1 0.0 0.108
H -3.9278 -1.3489 1.1601 0.1 -0.1 0.0 0.098
H -2.2016 -1.6612 1.5386 -0.1 0.0 0.1 0.085
H -4.5208 -2.1184 -1.0460 -0.1 0.0 0.1 0.124
H -3.7788 -2.8254 -3.3173 -0.1 0.0 0.0 0.124
H -1.3707 -2.6373 -3.8843 0.1 0.0 -0.2 0.126
H 0.7628 -1.6282 -3.4082 -0.1 -0.1 0.0 0.092
H 0.9892 -2.6202 -1.9572 0.0 0.1 -0.1 0.114
H 4.0389 -1.6004 -2.0502 0.1 0.0 -0.1 0.109
H 5.6345 -2.8616 -0.6549 0.1 0.0 0.0 0.113
H 5.1871 -3.1100 1.7782 0.1 0.0 0.0 0.115
H 3.1401 -2.1606 2.7493 0.0 -0.1 0.1 0.104
Cl -2.2181 1.6494 -2.9526 -0.3 -0.2 0.0 0.729
C -0.8538 2.6685 -2.7475 0.2 0.2 0.0 -0.712
C 0.0014 2.4503 -1.6900 -0.1 -0.6 0.8 -0.344
C 1.1376 3.2235 -1.5442 -0.2 0.1 -0.3 -0.730
Cl 2.2095 2.8433 -0.2549 0.5 0.0 0.2 0.711
C 1.4238 4.2615 -2.4284 -0.1 -0.1 0.0 -0.697
Cl 2.8272 5.2160 -2.2219 0.0 0.0 0.0 0.736
C 0.5367 4.5007 -3.4828 0.1 0.0 0.0 -0.689
Cl 0.8561 5.7761 -4.5764 0.0 0.0 0.0 0.733
C -0.5952 3.6996 -3.6584 0.1 -0.1 0.2 -0.697
Cl -1.6476 3.9808 -4.9768 -0.1 0.0 0.0 0.727

59
Properties=species:S:1:pos:R:3:forces:R:3:lowdin_charge:R:1 method="wB97M-V/def2-TZVPD" gap_ev=5.06 charge=-2
Ti -0.0811 -2.1959 -0.0404 -1.8 -0.4 -1.8 0.497
Br 5.8540 -1.7603 3.0012 0.0 0.0 0.0 0.674
C 4.0037 -1.8786 2.6340 -0.1 0.0 0.1 -0.758
C 3.0810 -1.8837 3.6681 0.0 0.0 -0.1 -0.759
Br 3.6522 -1.8122 5.4679 0.0 0.0 0.0 0.677
C 1.7124 -1.9037 3.3732 0.1 0.1 0.0 -0.648
Br 0.3984 -1.7820 4.7158 0.0 0.0 0.0 0.787
C 1.2593 -1.9179 2.0669 0.3 0.1 0.0 -0.403
O -0.0558 -1.8345 1.7766 1.4 0.2 0.8 -0.275
C 2.2111 -1.9738 0.9899 0.2 0.1 0.3 -0.395
O 1.7848 -2.0096 -0.2812 1.1 0.2 0.7 -0.226
C 3.5599 -1.9292 1.3077 0.1 0.0 0.0 -0.631
Br 4.7620 -1.8778 -0.1468 0.0 -0.1 0.0 0.769
O -0.5362 -3.2490 -2.5770 0.9 0.6 -0.1 -0.156
N -0.3363 -1.9111 -2.2530 0.2 -0.2 -0.3 -0.162
C -0.6410 -1.0756 -3.1595 0.0 0.2 -0.1 -0.083
C -0.5230 0.3995 -3.0801 0.1 -0.1 0.2 -0.159
C -0.5519 1.0423 -4.3221 0.1 0.0 0.0 -0.037
C -0.3971 2.4102 -4.4333 0.0 0.0 0.0 -0.083
C -0.2456 3.1790 -3.2885 0.0 0.0 0.0 -0.080
C -0.2640 2.5641 -2.0498 0.0 0.0 0.0 -0.082
C -0.3868 1.1817 -1.9181 -0.2 -0.2 -0.1 -0.264
P -0.4343 0.4549 -0.2267 0.7 1.2 0.0 1.098
C -1.6278 1.5543 0.6203 -0.2 -0.2 0.0 -0.326
C -1.2914 2.7382 1.2792 -0.1 0.0 0.0 -0.112
C -2.2772 3.4892 1.9013 0.0 0.0 0.0 -0.097
C -3.6053 3.0784 1.8626 0.0 0.0 0.0 -0.096
C -3.9517 1.9119 1.2006 0.1 0.0 -0.1 -0.065
C -2.9643 1.1532 0.5875 0.1 -0.1 -0.1 -0.086
C 1.1649 1.0571 0.4589 -0.1 0.0 0.0 -0.347
C 1.3076 1.1525 1.8462 0.0 0.0 0.0 -0.112
C 2.5267 1.4894 2.4130 0.0 0.0 0.0 -0.075
C 3.6303 1.7191 1.6015 0.0 0.0 0.0 -0.093
C 3.5092 1.5892 0.2265 0.0 0.0 0.0 -0.102
C 2.2863 1.2571 -0.3421 0.0 0.0 0.0 -0.083
H -1.3936 -3.3209 -3.0837 -0.6 -0.1 0.1 -0.089
H -1.0087 -1.4764 -4.1022 -0.1 0.1 0.0 0.122
H -0.6884 0.4426 -5.2138 0.0 0.0 0.0 0.113
H -0.4117 2.8803 -5.4085 0.0 0.0 0.0 0.099
H -0.1290 4.2533 -3.3596 0.0 0.0 0.0 0.099
H -0.1853 3.1700 -1.1557 0.0 0.0 0.0 0.102
H -0.2641 3.0755 1.3201 0.0 0.0 0.0 0.095
H -2.0030 4.4008 2.4193 0.0 0.0 0.0 0.093
H -4.3680 3.6767 2.3471 0.0 0.0 0.0 0.094
H -4.9767 1.5694 1.1361 0.0 0.0 0.0 0.103
H -3.2441 0.2367 0.0806 -0.1 0.0 0.0 0.018
H 0.4523 0.9638 2.4851 0.0 0.0 0.0 0.114
H 2.6162 1.5602 3.4905 0.0 0.0 0.0 0.109
H 4.5845 1.9796 2.0429 0.0 0.0 0.0 0.099
H 4.3736 1.7334 -0.4099 0.0 0.0 0.0 0.098
H 2.2072 1.1422 -1.4161 0.0 0.0 0.0 0.110
F 0.4746 -4.7230 1.3540 -0.3 0.0 0.1 0.108
B -0.1662 -4.3310 0.2072 1.0 -1.3 0.4 -0.651
F -0.5462 -5.3985 -0.4920 -0.2 0.2 -0.2 0.156
Se -3.5973 -3.5976 -3.6115 0.4 0.0 -0.1 -0.138
Sb -4.4779 -2.9067 -1.4274 -1.4 -0.2 -0.7 -0.324
Se -2.2900 -2.3562 -0.2495 -2.3 -0.1 1.1 0.364
Se -5.7689 -0.8412 -1.6700 0.5 0.0 0.2 -0.307
Se -5.7222 -4.5596 -0.1630 0.4 0.0 0.0 -0.294